# 1
{"formula": "C6H9N", "method": "wB97M-V/def2-TZVPD", "smiles": "CC#CCN1CC1", "charge": 0, "e_lumo_ev": 1.0554, "gap_ev": 10.1, "homo_energy_ev": -9.04, "species": ["N", "C", "C", "C", "C", "C", "C", "H", "H", "H", "H", "H", "H", "H", "H", "H"], "xyz": [[0.880, 1.102, 0.961], [2.158, 1.548, 0.436], [-1.644, -0.977, -0.335], [-1.043, 0.045, -0.114], [-2.353, -2.220, -0.635], [1.854, 0.104, 0.564], [-0.277, 1.281, 0.080], [2.819, 2.051, 1.138], [1.670, -0.458, -0.352], [-2.956, -2.553, 0.215], [-1.641, -3.015, -0.879], [-0.921, 2.047, 0.526], [2.275, -0.478, 1.380], [0.022, 1.657, -0.914], [2.175, 1.956, -0.577], [-3.017, -2.088, -1.495]]}



# 2
{"formula": "C3H2N2O2", "method": "wB97M-V/def2-TZVPD", "charge": 0, "e_lumo_ev": -1.2132, "gap_ev": 8.1, "homo_energy_ev": -9.36, "species": ["O", "O", "N", "N", "C", "C", "C", "H", "H"], "xyz": [[-0.337, 2.621, 1.765], [0.019, -0.445, -2.731], [0.268, 1.846, 1.053], [0.325, -0.333, 0.436], [0.696, -0.934, -0.535], [0.018, 0.489, 1.375], [0.003, -1.215, -1.803], [-0.487, -2.204, -1.833], [-0.505, 0.175, 2.274]]}



# 3
{"formula": "C23H14BrCrN8O10", "method": "wB97M-V/def2-TZVPD", "multiplicity": 2, "charge": 0, "e_lumo_ev": [-0.7917, -0.7616], "gap_ev": [8.2, 7.9], "s_squared": 0.764, "homo_energy_ev": [-8.95, -8.64], "species": ["Br", "Cr", "O", "O", "O", "O", "O", "O", "O", "O", "O", "O", "N", "N", "N", "N", "N", "N", "N", "N", "C", "C", "C", "C", "C", "C", "C", "C", "C", "C", "C", "C", "C", "C", "C", "C", "C", "C", "C", "C", "C", "C", "C", "H", "H", "H", "H", "H", "H", "H", "H", "H", "H", "H", "H", "H", "H"], "xyz": [[-3.190, 2.176, -0.518], [0.443, 1.330, 0.242], [0.192, -0.002, 1.805], [-4.181, -5.400, 0.511], [-0.531, -3.597, 5.149], [-1.747, -5.301, 4.659], [1.734, 3.588, 3.182], [-3.972, -3.784, -0.892], [1.194, -2.042, -0.028], [-0.997, -0.046, -0.009], [3.232, 1.843, -1.380], [1.594, 2.343, 1.314], [-3.726, -4.336, 0.159], [-0.134, 3.382, -3.634], [-1.777, 1.747, -3.988], [0.276, 2.376, -1.429], [-0.981, 2.679, 1.150], [-1.275, -4.211, 4.419], [-1.341, 3.385, -5.558], [1.843, 0.152, -0.520], [3.931, -2.839, -1.164], [-2.763, -3.664, 1.072], [-1.075, 2.835, -4.364], [-1.594, -3.601, 3.100], [3.333, -1.605, -1.018], [-1.300, -1.856, 1.528], [-3.005, 3.786, 1.759], [5.215, -2.862, -1.701], [-2.192, -2.477, 0.672], [1.110, 3.088, 2.285], [-2.264, 2.936, 0.951], [-2.485, -4.260, 2.282], [5.858, -1.678, -2.073], [-1.023, 4.176, 3.022], [3.013, 0.689, -1.117], [5.231, -0.445, -1.922], [-0.662, -0.588, 1.103], [1.995, -1.237, -0.448], [0.086, 2.849, -2.460], [3.959, -0.446, -1.391], [-0.376, 3.320, 2.165], [-2.372, 4.405, 2.821], [-0.989, -2.411, 2.757], [-2.551, 1.401, -4.524], [5.716, 0.480, -2.206], [-4.050, 3.953, 1.543], [5.726, -3.809, -1.831], [-0.282, -1.930, 3.418], [-2.927, 5.070, 3.471], [-1.988, 2.978, -6.206], [-0.447, 4.637, 3.812], [3.422, -3.747, -0.864], [6.860, -1.724, -2.481], [-2.941, -5.192, 2.574], [-1.639, 1.373, -3.062], [-0.768, 4.157, -5.849], [-2.424, -2.045, -0.290]]}



# 4
{"formula": "C5H13O3PS", "method": "wB97M-V/def2-TZVPD", "smiles": "CC=[S@](C)(=O)OP(C)(C)=O", "charge": 0, "e_lumo_ev": 0.4595, "gap_ev": 9.5, "homo_energy_ev": -9.08, "species": ["S", "P", "O", "O", "O", "C", "C", "C", "C", "C", "H", "H", "H", "H", "H", "H", "H", "H", "H", "H", "H", "H", "H"], "xyz": [[-1.015, 0.464, 0.228], [2.028, -0.254, 0.235], [-0.969, -0.031, -1.157], [0.599, 0.292, 0.785], [2.950, -0.502, 1.376], [1.660, -1.783, -0.824], [2.349, 1.057, -1.026], [-2.639, -1.555, 0.831], [-2.349, -0.066, 0.995], [-0.940, 2.265, 0.260], [-2.397, 0.332, 1.964], [-2.199, -2.182, 1.537], [1.052, -1.572, -1.743], [2.659, 1.961, -0.405], [-1.370, 2.403, 1.329], [-1.711, 2.684, -0.383], [-2.447, -1.667, -0.156], [2.714, -2.008, -1.207], [1.293, -2.677, -0.382], [0.067, 2.623, 0.077], [3.040, 0.892, -1.779], [-3.714, -1.779, 0.813], [1.337, 1.103, -1.368]]}



# 5
{"formula": "C14H12NO4", "method": "wB97M-V/def2-TZVPD", "charge": -1, "e_lumo_ev": 3.0293, "gap_ev": 5.1, "homo_energy_ev": -2.09, "species": ["O", "O", "O", "O", "N", "C", "C", "C", "C", "C", "C", "C", "C", "C", "C", "C", "C", "C", "C", "H", "H", "H", "H", "H", "H", "H", "H", "H", "H", "H", "H"], "xyz": [[-3.871, 3.433, 3.576], [-3.108, 3.267, 5.785], [-3.420, 1.866, 2.058], [-2.436, 1.283, 6.511], [-1.214, -0.059, 1.427], [-2.003, 0.022, 2.355], [-3.179, 4.134, 4.644], [-0.918, -1.671, 4.444], [0.162, 0.271, 5.457], [0.665, -1.968, 6.246], [-1.810, 4.594, 4.177], [-3.197, 2.337, 3.155], [0.896, -0.592, 6.275], [-0.275, -2.496, 5.367], [-2.558, 2.036, 5.573], [-2.247, 1.687, 4.133], [-4.057, 5.291, 5.075], [-0.761, -0.259, 4.530], [-1.648, 0.538, 3.764], [-4.222, 5.976, 4.244], [-5.018, 4.910, 5.425], [-1.156, 3.780, 3.844], [1.179, -2.632, 6.929], [0.306, 1.357, 5.539], [-0.553, -3.542, 5.385], [-2.999, -0.175, 2.806], [-3.553, 5.809, 5.892], [-1.323, 5.130, 4.994], [-1.948, 5.281, 3.338], [1.612, -0.183, 6.982], [-1.630, -2.069, 3.705]]}



# 6
{"formula": "C43H47CsF3N15S2", "method": "wB97M-V/def2-TZVPD", "charge": -2, "e_lumo_ev": 3.0829, "gap_ev": 4.1, "homo_energy_ev": -1.06, "species": ["Cs", "S", "S", "F", "F", "F", "N", "N", "N", "N", "N", "N", "N", "N", "N", "N", "N", "N", "N", "N", "N", "C", "C", "C", "C", "C", "C", "C", "C", "C", "C", "C", "C", "C", "C", "C", "C", "C", "C", "C", "C", "C", "C", "C", "C", "C", "C", "C", "C", "C", "C", "C", "C", "C", "C", "C", "C", "C", "C", "C", "C", "C", "C", "C", "H", "H", "H", "H", "H", "H", "H", "H", "H", "H", "H", "H", "H", "H", "H", "H", "H", "H", "H", "H", "H", "H", "H", "H", "H", "H", "H", "H", "H", "H", "H", "H", "H", "H", "H", "H", "H", "H", "H", "H", "H", "H", "H", "H", "H", "H", "H"], "xyz": [[0.246, 0.734, 0.935], [-0.390, 1.401, 4.677], [-2.556, 3.464, 4.726], [-4.468, -2.433, -4.678], [-3.007, -1.428, -5.980], [-4.512, -0.282, -4.896], [2.173, 1.972, -1.450], [1.935, -4.174, -1.065], [-2.047, 3.376, -0.436], [-2.265, -2.113, 1.274], [-1.860, 5.327, 0.596], [-1.406, -1.983, 4.065], [0.021, 4.773, 1.880], [-1.116, -4.042, 4.906], [2.041, -1.992, -0.615], [-2.680, 1.515, 3.103], [0.771, -2.739, 2.075], [-2.370, 0.341, 2.604], [-1.294, -0.991, -1.366], [-0.996, 4.496, 1.073], [-1.029, 3.292, 0.445], [2.857, -1.726, -4.279], [1.448, 2.585, -4.252], [1.892, -3.205, -0.123], [5.020, 3.001, -0.493], [0.628, 1.364, -3.899], [-2.495, 4.643, -0.318], [-2.727, -1.219, -3.642], [-1.453, -2.175, -1.932], [-2.245, -3.426, 5.507], [-2.506, -3.425, 1.061], [-3.687, -1.338, -4.852], [4.726, 1.855, 0.425], [2.702, -3.101, -4.581], [4.461, 2.749, -1.883], [-1.832, 1.943, 4.064], [3.096, 2.433, -2.314], [-4.045, -1.660, 6.460], [-3.260, -1.275, 1.049], [2.202, -3.503, -2.261], [2.419, -4.013, -3.556], [-3.883, -2.890, 7.106], [-2.533, 0.035, -3.113], [-1.402, 3.948, 6.050], [2.906, 2.645, -3.758], [4.871, 4.335, 0.167], [-4.443, -1.673, 0.413], [-2.977, -3.792, 6.634], [-2.429, -2.161, 4.954], [-0.615, -3.082, 4.111], [2.309, -2.103, -1.951], [1.613, -3.583, 1.291], [-4.653, -2.997, 0.067], [-3.618, -3.896, 0.430], [0.574, 3.797, -3.943], [2.697, -1.260, -2.981], [-3.352, -1.243, 5.394], [-3.196, 0.059, 1.622], [5.221, 2.749, -4.256], [0.699, -3.272, 3.434], [-2.240, -2.338, -3.084], [5.417, 2.936, -2.904], [-1.835, 0.077, -1.939], [3.919, 2.639, -4.684], [-0.545, 4.479, 5.568], [2.955, -3.453, -5.576], [1.596, -5.124, -0.976], [-3.766, -4.978, 0.327], [3.828, 1.809, 0.977], [0.292, 1.338, -2.844], [3.611, 2.543, -5.700], [0.760, -4.352, 3.421], [-0.383, 5.404, 2.593], [-1.105, -1.073, 3.721], [-3.456, 4.865, -0.776], [4.603, 0.945, -0.172], [5.548, 1.613, 1.131], [-1.520, 1.029, -1.515], [0.951, 4.775, -4.347], [6.085, 2.959, -0.655], [-2.714, -4.738, 7.148], [6.106, 2.698, -4.904], [-3.596, -0.338, 4.806], [-3.882, 0.895, 1.358], [-4.649, -0.901, 6.910], [-2.370, -3.358, -3.477], [1.242, -4.655, 1.187], [3.855, 4.358, 0.619], [1.518, -2.892, 4.053], [-2.865, 1.002, -3.638], [1.613, 2.519, -5.360], [2.460, -5.104, -3.730], [-5.586, -3.323, -0.331], [-1.674, -4.101, 1.386], [1.216, 0.443, -3.873], [-1.030, -3.022, -1.436], [-5.269, -0.943, 0.242], [-0.188, 1.268, -4.646], [-0.997, 3.079, 6.487], [2.589, -3.574, 1.792], [6.458, 3.268, -2.544], [3.270, -0.989, -4.956], [-1.901, 4.504, 6.810], [0.508, 4.013, -2.821], [5.619, 4.487, 0.913], [-0.434, 3.616, -4.385], [2.764, -0.240, -2.764], [-4.328, -3.152, 8.084], [-0.192, -2.622, 1.759], [4.934, 5.168, -0.537], [2.624, 1.902, -0.442]]}



# 7
{"formula": "C4H5NO", "method": "wB97M-V/def2-TZVPD", "charge": 0, "e_lumo_ev": -0.9165, "gap_ev": 8.0, "homo_energy_ev": -8.90, "species": ["O", "N", "C", "C", "C", "C", "H", "H", "H", "H", "H"], "xyz": [[0.160, 0.863, -1.314], [-2.382, 0.601, -1.137], [0.362, 0.210, -0.292], [-1.871, 0.011, -0.181], [1.771, -0.032, 0.207], [-0.736, -0.350, 0.475], [2.350, -0.511, -0.588], [2.241, 0.932, 0.423], [-0.670, -0.933, 1.379], [-3.038, -0.131, -0.065], [1.801, -0.657, 1.103]]}



# 8
{"formula": "C27H43BFNaO21", "method": "wB97M-V/def2-TZVPD", "charge": 0, "e_lumo_ev": -0.0709, "gap_ev": 9.4, "homo_energy_ev": -9.46, "species": ["Na", "F", "O", "O", "O", "O", "O", "O", "O", "O", "O", "O", "O", "O", "O", "O", "O", "O", "O", "O", "O", "O", "O", "C", "C", "C", "C", "C", "C", "C", "C", "C", "C", "C", "C", "C", "C", "C", "C", "C", "C", "C", "C", "C", "C", "C", "C", "C", "C", "C", "B", "H", "H", "H", "H", "H", "H", "H", "H", "H", "H", "H", "H", "H", "H", "H", "H", "H", "H", "H", "H", "H", "H", "H", "H", "H", "H", "H", "H", "H", "H", "H", "H", "H", "H", "H", "H", "H", "H", "H", "H", "H", "H", "H"], "xyz": [[0.602, 28.384, 4.475], [0.390, 27.348, -1.954], [6.052, 28.584, 1.320], [-0.017, 28.053, 2.155], [4.964, 28.645, 6.038], [3.743, 28.406, 2.060], [-1.830, 28.174, 4.671], [-0.587, 28.982, 8.975], [-0.099, 30.757, 4.700], [3.148, 27.759, 5.093], [0.214, 26.149, 0.980], [0.283, 28.488, 6.958], [-0.526, 32.831, 3.980], [7.899, 27.383, 0.847], [0.877, 28.086, 0.100], [2.750, 31.415, 0.709], [-3.759, 27.187, 4.075], [4.207, 29.765, 0.214], [0.191, 23.777, 4.114], [0.620, 25.937, 4.553], [6.032, 26.015, -1.002], [2.170, 29.687, 3.008], [4.544, 27.356, 0.027], [-0.501, 31.500, 3.838], [5.313, 26.918, 4.481], [2.973, 29.469, 2.149], [-0.907, 23.768, 5.045], [-1.263, 26.980, 7.931], [4.137, 29.539, 6.767], [0.905, 25.794, -0.224], [-3.094, 26.410, 3.068], [3.576, 28.978, 8.052], [-0.972, 31.101, 2.476], [0.858, 24.921, 3.947], [6.744, 27.628, 0.703], [-3.305, 27.040, 1.694], [2.041, 24.772, 3.033], [-3.870, 28.867, 5.709], [0.301, 27.482, 1.169], [0.092, 30.230, 9.023], [-0.100, 33.356, 5.235], [3.279, 30.368, 0.934], [-0.446, 28.231, 7.882], [-0.831, 31.312, 9.535], [-1.245, 33.359, 6.221], [1.207, 27.153, -0.880], [4.344, 27.799, 5.213], [-0.521, 23.096, 6.327], [-3.026, 28.061, 4.765], [5.758, 26.872, -0.226], [4.649, 28.530, 0.902], [3.326, 29.963, 6.165], [-0.149, 31.206, 1.766], [-4.344, 26.953, 1.384], [0.962, 30.162, 9.684], [3.005, 29.771, 8.535], [-3.008, 28.089, 1.717], [1.923, 23.917, 2.366], [5.833, 26.280, 5.199], [4.758, 26.293, 3.791], [0.242, 25.177, -0.823], [-3.936, 28.422, 6.703], [-2.151, 33.790, 5.794], [-1.411, 23.017, 6.957], [-1.493, 32.350, 6.556], [-0.689, 26.243, 8.507], [-1.779, 31.751, 2.145], [4.361, 28.667, 8.745], [0.519, 30.529, 8.065], [-2.215, 27.069, 8.450], [-2.025, 26.345, 3.265], [0.238, 34.378, 5.075], [0.260, 23.633, 6.864], [-0.186, 22.071, 6.165], [1.831, 25.269, 0.007], [4.749, 30.422, 6.977], [-1.210, 31.103, 10.533], [-3.426, 29.851, 5.844], [2.901, 24.562, 3.668], [6.071, 27.505, 3.966], [0.753, 32.779, 5.593], [2.951, 28.105, 7.862], [2.247, 27.286, -1.164], [-0.260, 32.244, 9.560], [-0.998, 33.927, 7.122], [-1.299, 24.775, 5.178], [2.201, 25.667, 2.441], [-1.375, 26.589, 6.925], [-2.649, 26.546, 0.978], [-1.715, 23.223, 4.549], [-3.567, 25.430, 3.093], [-4.883, 28.931, 5.315], [-1.663, 31.488, 8.855], [-1.266, 30.056, 2.491]]}



# 9
{"formula": "C5H9NO", "method": "wB97M-V/def2-TZVPD", "charge": 0, "e_lumo_ev": 0.8143, "gap_ev": 10.4, "homo_energy_ev": -9.64, "species": ["O", "N", "C", "C", "C", "C", "C", "H", "H", "H", "H", "H", "H", "H", "H", "H"], "xyz": [[0.180, -1.584, 2.209], [0.473, -1.507, -0.087], [-0.667, -0.516, -0.021], [1.125, 1.395, 0.141], [0.232, 0.416, 0.880], [-1.085, 0.011, -1.405], [0.609, -1.008, 1.229], [-0.283, 0.874, 1.724], [0.175, -2.482, -0.072], [-0.205, 0.364, -1.970], [-1.779, 0.855, -1.336], [1.715, 0.905, -0.638], [-1.544, -0.772, -2.016], [0.520, 2.182, -0.329], [1.810, 1.885, 0.840], [-1.277, -1.018, 0.851]]}



# 10
{"formula": "C2H4P2", "method": "wB97M-V/def2-TZVPD", "smiles": "[H]/P=C/P=C", "charge": 0, "e_lumo_ev": -0.8764, "gap_ev": 8.2, "homo_energy_ev": -9.03, "species": ["P", "P", "C", "C", "H", "H", "H", "H"], "xyz": [[0.339, 0.616, 0.995], [1.433, -2.557, -0.581], [0.503, -1.078, -0.351], [-0.650, 2.042, 0.844], [-0.590, 2.678, 1.708], [-0.345, -0.981, -1.023], [-1.286, 2.320, 0.022], [0.595, -3.040, -1.614]]}



# 11
{"formula": "C3H4BrNS", "method": "wB97M-V/def2-TZVPD", "charge": 0, "e_lumo_ev": [-1.3524, -1.3518], "gap_ev": [6.4, 6.4], "homo_energy_ev": [-7.75, -7.75], "species": ["Br", "S", "N", "C", "C", "C", "H", "H", "H", "H"], "xyz": [[-1.517, -1.819, 1.811], [1.763, -0.617, -0.513], [1.337, -1.437, 0.651], [-0.699, 0.193, -0.066], [0.603, 0.812, -0.640], [-0.449, -0.401, 1.279], [-1.617, 0.890, 0.165], [0.546, 1.111, -1.731], [0.987, 1.704, 0.013], [-0.954, -0.437, -0.968]]}



no.,DFT total energy (Ha)
1,-288.66386
2,-375.32982
3,-5693.80695
4,-1163.50051
5,-896.35398
6,-3604.14785
7,-285.27262
8,-2922.13282
9,-325.84396
10,-761.14534
11,-3143.45926